15
Properties=species:S:1:pos:R:3 method="wB97M-V/def2-TZVPD" homo_ha=-0.31874 de_lowest_kcal_mol=22.4 orbital_gap_ha=0.3394 smiles="C[C@@H]1CCC=P1" charge=0
C -0.955 0.205 1.827
C 0.090 0.015 0.787
C -0.258 0.227 -0.690
C 1.014 -0.181 -1.416
C 1.246 -1.548 -0.971
P 0.890 -1.963 0.617
H -1.931 -0.206 1.489
H -0.923 1.208 2.327
H -0.512 -0.352 2.731
H 1.006 0.470 1.019
H -0.327 1.348 -0.848
H -1.034 -0.414 -1.081
H 2.009 0.251 -0.975
H 0.923 -0.037 -2.451
H 1.871 -2.087 -1.576

***

94
Properties=species:S:1:pos:R:3 method="wB97M-V/def2-TZVPD" homo_ha=-0.49153 de_lowest_kcal_mol=6.6 orbital_gap_ha=0.2600 charge=+3
O 0.937 -0.054 5.157
H 0.877 -0.346 4.226
C 6.344 -2.857 4.907
C 5.219 -2.644 5.942
O 4.551 -3.573 6.329
N 4.890 -1.209 6.394
H 5.313 -0.576 5.730
H 3.956 -1.011 6.063
C 5.121 -0.941 7.918
H 6.028 -3.280 3.953
H 7.010 -3.559 5.409
H 6.847 -1.895 4.806
H 4.698 0.051 8.071
H 6.207 -0.972 8.005
H 4.586 -1.656 8.544
C 0.321 4.937 3.154
C 1.052 4.814 4.523
O 2.126 5.401 4.721
N 0.282 4.030 5.555
H -0.704 4.100 5.348
H 0.546 3.062 5.448
C 0.551 4.665 6.945
H -0.060 3.955 2.872
H 0.960 5.138 2.293
H -0.516 5.623 3.284
H -0.332 4.353 7.503
H 0.721 5.738 7.022
H 1.398 4.120 7.363
C -0.988 -2.519 9.529
C -1.212 -3.267 8.155
O -1.035 -4.422 7.958
N -1.754 -2.342 7.126
H -2.466 -1.781 7.572
H -0.986 -1.742 6.860
C -2.333 -3.042 5.918
H -1.894 -2.097 9.964
H -0.344 -1.674 9.286
H -0.601 -3.180 10.304
H -1.672 -3.818 5.532
H -2.439 -2.306 5.121
H -3.283 -3.532 6.131
C -0.006 3.267 -7.927
C -0.173 1.835 -8.498
C -1.038 0.986 -7.673
C -0.302 0.314 -6.503
P -1.279 -0.335 -5.072
C -1.985 1.085 -4.138
C -1.178 2.409 -4.179
C 0.321 2.231 -3.668
C 0.952 3.647 -3.703
C -2.499 -1.624 -5.673
C -3.752 -1.854 -4.829
C -4.753 -2.698 -5.645
C -4.368 -4.176 -5.787
C -0.157 -1.194 -3.996
C -0.701 -1.790 -2.633
C 0.369 -2.193 -1.653
C 1.085 -0.924 -1.084
H 0.541 3.454 -7.004
H -0.967 3.759 -7.776
H 0.500 3.939 -8.621
H 0.754 1.400 -8.871
H -0.733 1.946 -9.427
H -1.415 0.171 -8.290
H -1.974 1.474 -7.402
H 0.443 0.982 -6.071
H 0.171 -0.559 -6.953
H -2.454 0.689 -3.238
H -2.836 1.313 -4.780
H -1.569 3.222 -3.568
H -1.235 2.802 -5.194
H 1.063 1.601 -4.157
H 0.321 1.926 -2.621
H 2.027 3.698 -3.533
H 0.382 4.310 -3.053
H 0.928 4.137 -4.677
H -1.915 -2.542 -5.724
H -2.777 -1.323 -6.683
H -4.210 -0.904 -4.552
H -3.445 -2.267 -3.868
H -4.835 -2.178 -6.599
H -5.751 -2.542 -5.234
H -5.059 -4.753 -6.400
H -4.333 -4.638 -4.800
H -3.379 -4.342 -6.215
H 0.609 -0.424 -3.894
H 0.400 -1.940 -4.562
H -1.366 -2.624 -2.858
H -1.272 -0.958 -2.220
H 1.147 -2.831 -2.073
H -0.033 -2.694 -0.772
H 1.796 -0.405 -1.727
H 1.634 -1.346 -0.242
H 0.386 -0.228 -0.620

***

19
Properties=species:S:1:pos:R:3 method="wB97M-V/def2-TZVPD" homo_ha="-0.07165 / -0.13880" de_lowest_kcal_mol=0.0 multiplicity=2 orbital_gap_ha="0.1958 / 0.2622" charge=-1
O -1.061 -1.175 -1.044
C -0.665 -0.501 -2.172
C 0.081 -1.752 -0.384
O -1.430 -0.225 -3.058
O 0.658 -0.602 -2.321
C 1.256 -1.155 -1.142
H 0.019 -2.842 -0.493
H 0.063 -1.464 0.674
H 1.717 -0.327 -0.590
H 2.001 -1.898 -1.441
O -1.120 0.137 2.069
O -0.672 1.516 -0.258
C -0.350 1.296 2.147
C 0.256 1.646 0.776
H 0.478 1.198 2.882
H -0.948 2.173 2.491
H 1.120 0.960 0.621
H 0.687 2.670 0.823
Hg -2.088 0.344 0.420

***

56
Properties=species:S:1:pos:R:3 method="wB97M-V/def2-TZVPD" homo_ha=-0.37420 de_lowest_kcal_mol=22.7 orbital_gap_ha=0.3758 smiles="O=C1OC[C@@H](F)O1.O=C1OC[C@@H](F)O1.O=C1OC[C@@H](F)O1.O=C1OC[C@@H](F)O1.BrCCBr.BrCCBr" charge=0
O -2.512 9.639 1.381
C -2.279 8.511 1.244
O -2.907 7.600 0.548
C -2.409 6.243 0.858
C -1.160 6.495 1.763
F -0.090 6.149 0.920
O -1.174 7.831 1.913
H -3.237 5.622 1.253
H -2.079 5.817 -0.113
H -1.065 5.960 2.662
O 2.571 -4.185 -3.977
C 1.481 -4.475 -3.653
O 1.290 -4.894 -2.349
C 0.038 -5.359 -2.105
C -0.646 -5.339 -3.537
F -1.831 -4.740 -3.628
O 0.381 -4.711 -4.387
H 0.183 -6.378 -1.663
H -0.591 -4.675 -1.441
H -0.735 -6.292 -4.061
O 1.918 -0.425 3.659
C 2.790 0.225 3.179
O 2.717 1.139 2.232
C 3.980 1.618 1.845
C 4.971 0.998 2.833
F 5.323 1.963 3.783
O 4.192 -0.021 3.473
H 4.119 1.289 0.803
H 3.877 2.690 1.840
H 5.853 0.614 2.326
O -3.662 -0.452 1.672
C -4.215 -1.418 1.170
O -4.745 -2.595 1.764
C -4.823 -3.597 0.759
C -4.956 -2.713 -0.518
F -6.287 -2.380 -0.826
O -4.300 -1.519 -0.173
H -3.961 -4.310 0.804
H -5.707 -4.128 1.047
H -4.498 -3.168 -1.416
Br 2.939 1.035 -1.860
C 3.211 -0.919 -2.318
C 4.396 -1.366 -1.449
Br 3.596 -1.537 0.401
H 3.391 -0.978 -3.396
H 2.281 -1.409 -2.087
H 5.007 -0.501 -1.310
H 4.801 -2.348 -1.722
Br -0.475 -1.383 -0.824
C -1.107 0.474 -0.394
C -0.362 0.847 0.888
Br -0.215 2.784 0.952
H -2.179 0.441 -0.257
H -0.854 1.166 -1.218
H 0.676 0.546 0.952
H -0.918 0.517 1.759

***

8
Properties=species:S:1:pos:R:3 method="wB97M-V/def2-TZVPD" homo_ha=-0.40790 de_lowest_kcal_mol=26.1 orbital_gap_ha=0.3986 smiles="O=S(=O)([SiH3])Cl" charge=0
O 1.812 0.762 -1.038
S 0.936 -0.231 -0.499
O 1.398 -1.276 0.348
Si -0.919 0.384 0.578
Cl 0.076 -1.178 -2.169
H -1.721 1.265 -0.351
H -1.176 -0.889 1.370
H -0.406 1.163 1.761

***

31
Properties=species:S:1:pos:R:3 method="wB97M-V/def2-TZVPD" homo_ha=-0.46531 orbital_gap_ha=0.3080 smiles=COCc1c(O)[n+](B(N)O)cc2ccccc12 charge=+1
C 1.771 2.753 0.190
O 1.060 2.755 -1.031
C 1.020 1.511 -1.661
C 0.316 0.438 -0.849
C -0.965 0.677 -0.465
O -1.652 1.806 -0.753
N -1.677 -0.213 0.297
B -3.092 0.183 0.766
N -3.278 1.210 1.746
O -4.077 -0.562 0.249
C -1.147 -1.373 0.653
C 0.153 -1.719 0.305
C 0.707 -2.953 0.724
C 1.984 -3.258 0.394
C 2.756 -2.348 -0.365
C 2.243 -1.155 -0.789
C 0.918 -0.795 -0.461
H 2.720 2.215 0.105
H 1.181 2.323 1.005
H 1.988 3.788 0.439
H 0.476 1.638 -2.598
H 2.025 1.186 -1.930
H -1.945 1.817 -1.674
H -2.455 1.388 2.310
H -3.560 2.105 1.362
H -4.883 -0.460 0.772
H -1.768 -2.042 1.234
H 0.110 -3.637 1.310
H 2.427 -4.190 0.714
H 3.779 -2.588 -0.619
H 2.864 -0.500 -1.378